A cluster of 2 separate species, C17H33BCl4O4 in total, computed with ωB97M-V with the def2-TZVPD basis set.

Calculated values
orbital gap: 3.36 eV
net charge: -2
LUMO level: 3.72 eV

```
59
Properties=species:S:1:pos:R:3:forces:R:3
C -2.27270 7.41702 -1.55931 0.1 -0.7 -0.7
C -2.52362 5.83737 -1.76318 0.4 0.7 1.2
C -2.70097 5.20530 -0.28935 0.0 0.2 -1.0
O -1.43480 4.67463 0.12046 -1.4 0.7 0.5
C -1.69520 3.85168 1.33790 -0.4 0.1 0.3
B -1.63094 2.26295 0.89124 -0.6 0.0 1.2
C -0.63884 1.38110 1.89013 1.1 -0.5 0.4
C 0.54555 0.66922 1.05687 -0.2 -0.8 1.2
C 0.85636 -0.82168 1.60193 1.0 0.9 -0.5
C 1.76833 -1.66096 0.56895 0.4 0.2 1.4
C 2.82658 -2.55993 1.40715 -0.2 -0.7 -1.0
C 2.85548 -4.06914 0.89703 -0.8 0.2 -0.7
C 3.48679 -4.22878 -0.58478 -1.4 0.4 0.6
C 2.56001 -5.25560 -1.37567 0.4 -0.7 0.5
C 3.27794 -6.01391 -2.57604 -0.2 -0.6 0.7
C 2.26112 -6.76952 -3.57500 0.8 0.9 -0.9
O 0.88749 -6.69563 -3.16987 0.5 -1.3 0.2
C 0.56505 -7.74821 -2.21516 0.8 1.2 0.9
C -3.10679 1.53731 0.83745 -4.1 -0.7 0.0
O -3.16208 0.24727 0.78578 0.6 1.7 0.0
O -4.31274 2.21172 0.85777 3.6 -1.0 -0.1
H -1.54085 7.76824 -2.35036 -0.8 -0.1 0.9
H -3.23226 8.02518 -1.64126 1.2 -0.7 0.2
H -1.79911 7.53860 -0.54052 -0.5 0.1 -1.2
H -3.39714 5.61254 -2.44527 0.9 0.3 0.8
H -1.58460 5.40026 -2.21724 -1.1 0.3 0.6
H -3.53574 4.43253 -0.28213 1.1 0.6 0.2
H -2.97589 6.03779 0.45192 0.0 -0.8 -1.0
H -2.73037 4.16009 1.70570 1.3 -0.5 -0.2
H -0.94826 4.11254 2.16435 -0.6 0.1 -1.1
H -1.15958 2.23420 -0.20613 0.2 0.0 -0.7
H -1.21159 0.60440 2.50147 0.7 0.8 -0.9
H -0.14207 2.06959 2.66278 -0.4 -0.8 -0.8
H 0.34039 0.64585 -0.05822 0.0 0.0 1.4
H 1.50291 1.25782 1.24580 -0.9 -0.6 -0.6
H 1.51641 -0.65701 2.52496 -1.1 -0.4 -1.0
H -0.08769 -1.37138 1.89685 1.0 0.6 -0.4
H 1.12002 -2.31777 -0.08496 0.8 0.8 0.5
H 2.37733 -0.91536 -0.03325 -1.0 -0.9 0.4
H 3.87502 -2.14153 1.24092 -1.3 -0.4 0.6
H 2.51521 -2.54942 2.49474 0.6 0.1 -1.2
H 1.76053 -4.38660 0.77434 1.4 0.4 0.4
H 3.30311 -4.79440 1.64444 -0.2 0.8 -0.9
H 3.32828 -3.20992 -1.08007 0.7 -1.3 0.6
H 4.57763 -4.52432 -0.53293 -1.2 0.3 -0.2
H 1.60263 -4.72417 -1.67101 1.2 -0.6 0.1
H 2.24548 -6.05993 -0.62330 0.3 1.0 -1.0
H 3.92747 -6.83755 -2.12159 -0.6 1.3 -0.5
H 3.96408 -5.28528 -3.11140 -0.9 -1.0 0.4
H 2.57256 -7.85531 -3.76598 -0.4 1.4 0.4
H 2.35093 -6.21932 -4.57354 -0.4 -0.8 1.2
H 1.54269 -7.97056 -1.66532 -1.4 -0.3 -0.6
H -0.11109 -7.26586 -1.43307 0.6 -0.9 -1.2
H 0.10946 -8.66076 -2.69918 0.5 1.0 0.5
C -3.69809 7.67206 3.33603 0.0 -0.6 -0.3
Cl -4.33190 6.05146 3.01749 0.1 0.4 0.1
Cl -3.81652 8.02824 5.07559 0.0 0.1 0.0
Cl -1.99871 7.75172 2.83172 -0.3 0.0 0.1
Cl -4.64266 8.87114 2.42329 0.1 0.0 0.1
```
Positions in Å, forces in eV/Å.

Here are the Mulliken charges for atoms 1 to 8, given in e: atom 1 (C): -0.85, atom 2 (C): -0.56, atom 3 (C): 0.25, atom 4 (O): -0.43, atom 5 (C): 0.02, atom 6 (B): 0.48, atom 7 (C): -0.79, atom 8 (C): -0.54

=====

A cluster of 2 separate species, C17H33BN3O3S in total, computed with ωB97M-V with the def2-TZVPD basis set.

Calculated values
orbital gap: 6.39 eV
net charge: -1
LUMO level: 2.38 eV

```
58
Properties=species:S:1:pos:R:3:forces:R:3
C -2.60213 -0.62213 2.08678 0.0 0.0 0.1
C -2.31492 0.84076 1.78009 -0.5 0.1 0.4
C -2.79519 1.28808 0.40052 0.3 -0.2 0.1
C -1.81462 0.96705 -0.75687 -0.4 -0.2 0.1
O -0.67034 0.33612 -0.29447 0.1 0.5 -0.2
B 0.52208 0.41800 -1.15773 0.4 -0.6 0.3
C 1.59730 -0.79113 -0.68170 -1.1 -0.2 0.1
N 0.97075 -1.88266 0.11400 0.4 0.0 0.2
C 1.77481 -2.28916 1.25253 -0.4 -0.2 -0.2
C 0.21148 0.23664 -2.78387 0.0 0.2 0.4
C -0.53764 -0.98302 -3.21750 0.2 0.2 -0.8
O -0.92925 -1.84123 -2.48727 -0.4 -0.8 0.7
N -0.90929 -1.11926 -4.62737 0.1 1.0 0.1
C -2.33510 -0.71897 -4.74319 0.4 -0.4 -0.3
C -0.08168 -0.33264 -5.54100 -0.2 0.1 0.1
C 1.31041 1.85759 -1.01528 0.2 0.2 -0.2
C 2.60495 1.99407 -1.54021 -0.3 0.4 0.2
C 3.28433 3.20624 -1.44677 -0.4 -0.2 0.1
C 2.64561 4.27517 -0.82206 0.2 -0.2 -0.2
N 1.42528 4.19653 -0.29467 0.1 -0.2 -0.1
C 0.80103 3.01430 -0.40465 0.2 -0.3 0.0
H -2.52997 -0.80461 3.15698 0.2 -0.1 0.1
H -1.89263 -1.27628 1.58774 0.0 -0.1 -0.2
H -3.62615 -0.87067 1.80226 -0.1 -0.1 -0.2
H -1.26128 1.04585 1.93494 0.2 0.0 -0.2
H -2.86011 1.43734 2.52096 0.0 0.1 0.0
H -3.02125 2.35480 0.43499 0.1 0.1 -0.1
H -3.74653 0.78944 0.20865 -0.2 0.0 0.0
H -2.34498 0.31284 -1.46547 0.0 0.0 -0.1
H -1.60658 1.89804 -1.30115 0.1 0.1 -0.1
H 2.40795 -0.38617 -0.07339 0.2 0.1 -0.1
H 2.01506 -1.25364 -1.58593 0.5 0.1 0.0
H 0.82635 -2.69241 -0.47036 -0.2 0.1 -0.2
H 2.82006 -2.53747 1.00175 0.2 0.1 0.1
H 1.32334 -3.17762 1.70144 0.0 -0.1 0.1
H 1.73186 -1.51125 2.01216 0.2 0.1 0.1
H 1.17311 0.25661 -3.29600 0.1 0.1 -0.2
H -0.34186 1.10838 -3.15467 0.0 0.0 -0.2
H -2.46089 -0.10345 -5.63165 0.0 0.0 -0.1
H -2.66473 -0.12896 -3.88872 -0.1 0.0 0.1
H -2.95798 -1.60135 -4.85366 -0.2 0.0 0.2
H -0.28563 -0.62337 -6.57016 -0.1 -0.1 -0.1
H 0.97020 -0.50191 -5.33888 0.1 -0.1 0.0
H -0.26034 0.74494 -5.46099 0.0 0.1 0.0
H 3.07525 1.14336 -2.01955 0.1 0.0 0.0
H 4.28184 3.31230 -1.84963 0.1 0.1 0.0
H 3.15667 5.22945 -0.75055 0.0 0.1 0.1
H -0.18004 2.95929 0.04975 -0.1 0.1 0.1
C -0.28204 -1.12931 6.57843 0.0 -0.1 0.1
S 0.80511 -0.86972 5.16606 0.1 0.0 0.0
O -0.03896 -0.93574 3.95548 -0.1 0.0 0.1
C 1.65129 -2.45267 5.29450 0.1 -0.1 0.1
H -0.93908 -0.26495 6.64848 0.0 0.0 0.0
H -0.87541 -2.03040 6.42095 0.0 0.0 -0.1
H 0.31310 -1.21315 7.48860 0.0 0.0 0.0
H 0.92274 -3.26082 5.22529 0.0 0.0 0.0
H 2.19442 -2.50142 6.23924 0.0 0.0 0.0
H 2.35020 -2.51563 4.46280 0.0 0.0 0.0
```
Positions in Å, forces in eV/Å.

Here are the Mulliken charges for atoms 1 to 8, given in e: atom 1 (C): -1.07, atom 2 (C): -0.16, atom 3 (C): -1.32, atom 4 (C): -0.20, atom 5 (O): -0.44, atom 6 (B): 1.18, atom 7 (C): -1.30, atom 8 (N): 0.01

=====

Sequential strongest force on any atom output: 4.20 1.15 eV/A
Sequential HOMO level output: 0.367 -4.017 eV